This record from OMol25 describes a 14-piece molecular cluster, C91H201N9O14 overall in a non-equilibrium geometry. The level of theory is ωB97M-V/def2-TZVPD.

Calculated values
E_tot: -5133.124432 Eh
HOMO: -7.62 eV
Energy above the lowest of the compared OMol25 structures with the same formula, charge and spin: 1343.55 kJ/mol

Bonds (Å) are listed after each position.
Element x y z (Å)
1 C -2.942 6.543 0.794  C2 1.483, H12 1.090, H13 1.090, H14 1.090
2 C -2.080 5.827 1.766  C1 1.483, C3 1.586, N7 1.507, C11 1.493
3 C -0.671 6.553 1.814  C2 1.586, C4 1.501, H15 1.090, H16 1.090
4 C 0.143 6.203 3.025  C3 1.501, C5 1.461, H17 1.090, H18 1.090
5 C -0.648 6.410 4.235  C4 1.461, C6 1.540, H19 1.090, H20 1.090
6 C -1.922 5.551 4.352  C5 1.540, N7 1.486, C9 1.556, C10 1.528
7 N -2.736 5.700 3.118  C2 1.507, C6 1.486, O8 1.399
8 O -3.936 4.984 3.058  N7 1.399, H30 0.960
9 C -1.606 4.103 4.826  C6 1.556, H21 1.090, H22 1.090, H23 1.090
10 C -2.798 6.147 5.453  C6 1.528, H24 1.090, H25 1.090, H26 1.090
11 C -1.783 4.452 1.268  C2 1.493, H27 1.090, H28 1.090, H29 1.090
12 H -2.560 6.374 -0.213  C1 1.090
13 H -3.025 7.586 1.099  C1 1.090
14 H -3.953 6.144 0.874  C1 1.090
15 H -0.030 6.412 0.943  C3 1.090
16 H -0.958 7.589 1.632  C3 1.090
17 H 0.980 6.884 3.174  C4 1.090
18 H 0.490 5.172 3.102  C4 1.090
19 H -0.992 7.442 4.304  C5 1.090
20 H 0.008 6.243 5.089  C5 1.090
21 H -1.391 3.405 4.017  C9 1.090
22 H -0.733 3.995 5.470  C9 1.090
23 H -2.446 3.483 5.139  C9 1.090
24 H -2.256 6.215 6.396  C10 1.090
25 H -3.121 7.156 5.195  C10 1.090
26 H -3.701 5.541 5.529  C10 1.090
27 H -2.708 3.884 1.164  C11 1.090
28 H -1.284 3.832 2.014  C11 1.090
29 H -1.307 4.196 0.321  C11 1.090
30 H -4.495 5.596 3.542  O8 0.960
31 C -4.119 2.801 -5.135  C32 1.530, H42 1.090, H43 1.090, H44 1.090
32 C -2.965 1.838 -4.851  C31 1.530, C33 1.572, N37 1.541, C41 1.566
33 C -2.220 1.407 -6.166  C32 1.572, C34 1.494, H45 1.090, H46 1.090
34 C -1.182 2.333 -6.712  C33 1.494, C35 1.487, H47 1.090, H48 1.090
35 C -0.164 2.547 -5.650  C34 1.487, C36 1.608, H49 1.090, H50 1.090
36 C -0.879 3.246 -4.392  C35 1.608, N37 1.454, C39 1.537, C40 1.569
37 N -1.896 2.349 -3.867  C32 1.541, C36 1.454, O38 1.363
38 O -2.387 2.838 -2.693  N37 1.363, H60 0.960
39 C 0.226 3.414 -3.338  C36 1.537, H51 1.090, H52 1.090, H53 1.090
40 C -1.413 4.651 -4.843  C36 1.569, H54 1.090, H55 1.090, H56 1.090
41 C -3.600 0.559 -4.207  C32 1.566, H57 1.090, H58 1.090, H59 1.090
42 H -3.956 3.847 -4.875  C31 1.090
43 H -5.003 2.491 -4.578  C31 1.090
44 H -4.527 2.882 -6.143  C31 1.090
45 H -1.921 0.358 -6.143  C33 1.090
46 H -3.060 1.380 -6.860  C33 1.090
47 H -1.338 3.215 -7.333  C34 1.090
48 H -0.794 1.705 -7.514  C34 1.090
49 H 0.864 2.894 -5.746  C35 1.090
50 H 0.114 1.494 -5.608  C35 1.090
51 H -0.174 4.032 -2.534  C39 1.090
52 H 0.668 2.534 -2.871  C39 1.090
53 H 1.047 4.012 -3.733  C39 1.090
54 H -0.614 5.133 -5.408  C40 1.090
55 H -2.153 4.482 -5.625  C40 1.090
56 H -1.791 5.102 -3.925  C40 1.090
57 H -4.390 0.708 -3.470  C41 1.090
58 H -2.856 0.031 -3.611  C41 1.090
59 H -4.095 0.037 -5.026  C41 1.090
60 H -2.037 2.272 -2.001  O38 0.960
61 C 1.085 -0.382 -3.553  C62 1.523, H72 1.090, H73 1.090, H74 1.090
62 C 1.248 -1.029 -2.185  C61 1.523, C63 1.538, N67 1.498, C71 1.560
63 C 2.754 -0.898 -1.905  C62 1.538, C64 1.465, H75 1.090, H76 1.090
64 C 3.053 -1.076 -0.482  C63 1.465, C65 1.575, H77 1.090, H78 1.090
65 C 2.158 -0.145 0.418  C64 1.575, C66 1.479, H79 1.090, H80 1.090
66 C 0.703 -0.333 0.224  C65 1.479, N67 1.417, C69 1.538, C70 1.606
67 N 0.484 -0.232 -1.172  C62 1.498, C66 1.417, O68 1.347
68 O -0.820 -0.082 -1.476  N67 1.347, H90 0.960
69 C 0.049 -1.526 0.942  C66 1.538, H81 1.090, H82 1.090, H83 1.090
70 C 0.104 0.945 0.990  C66 1.606, H84 1.090, H85 1.090, H86 1.090
71 C 0.865 -2.537 -2.297  C62 1.560, H87 1.090, H88 1.090, H89 1.090
72 H 1.840 -0.591 -4.312  C61 1.090
73 H 1.000 0.698 -3.672  C61 1.090
74 H 0.194 -0.794 -4.028  C61 1.090
75 H 3.318 -1.746 -2.294  C63 1.090
76 H 3.036 0.142 -2.067  C63 1.090
77 H 4.061 -0.697 -0.314  C64 1.090
78 H 2.809 -2.057 -0.075  C64 1.090
79 H 2.500 0.787 -0.032  C65 1.090
80 H 2.490 -0.123 1.456  C65 1.090
81 H 0.244 -1.525 2.014  C69 1.090
82 H -0.987 -1.856 0.873  C69 1.090
83 H 0.435 -2.452 0.516  C69 1.090
84 H -0.011 0.972 2.074  C70 1.090
85 H 0.595 1.882 0.724  C70 1.090
86 H -0.975 0.899 0.847  C70 1.090
87 H -0.216 -2.667 -2.348  C71 1.090
88 H 1.212 -2.966 -1.358  C71 1.090
89 H 1.352 -3.002 -3.154  C71 1.090
90 H -0.914 0.352 -2.327  O68 0.960
91 C -7.360 2.609 2.438  C92 1.573, H102 1.090, H103 1.090, H104 1.090
92 C -7.313 1.685 1.167  C91 1.573, C93 1.573, N97 1.484, C101 1.555
93 C -6.532 2.493 0.066  C92 1.573, C94 1.532, H105 1.090, H106 1.090
94 C -5.016 2.618 0.247  C93 1.532, C95 1.552, H107 1.090, H108 1.090
95 C -4.402 1.205 0.428  C94 1.552, C96 1.569, H109 1.090, H110 1.090
96 C -5.014 0.291 1.548  C95 1.569, N97 1.499, C99 1.491, C100 1.499
97 N -6.499 0.495 1.519  C92 1.484, C96 1.499, O98 1.382
98 O -7.202 -0.267 2.432  N97 1.382, H120 0.960
99 C -4.664 -1.070 1.051  C96 1.491, H111 1.090, H112 1.090, H113 1.090
100 C -4.507 0.779 2.871  C96 1.499, H114 1.090, H115 1.090, H116 1.090
101 C -8.698 1.190 0.662  C92 1.555, H117 1.090, H118 1.090, H119 1.090
102 H -6.421 3.080 2.729  C91 1.090
103 H -7.676 1.950 3.247  C91 1.090
104 H -8.111 3.369 2.223  C91 1.090
105 H -6.721 2.042 -0.908  C93 1.090
106 H -6.815 3.545 0.047  C93 1.090
107 H -4.957 3.248 1.135  C94 1.090
108 H -4.560 3.276 -0.493  C94 1.090
109 H -3.368 1.403 0.712  C95 1.090
110 H -4.210 0.774 -0.554  C95 1.090
111 H -3.590 -1.187 1.196  C99 1.090
112 H -5.080 -1.865 1.670  C99 1.090
113 H -4.779 -1.232 -0.021  C99 1.090
114 H -3.419 0.710 2.833  C100 1.090
115 H -4.835 1.801 3.058  C100 1.090
116 H -4.889 0.140 3.668  C100 1.090
117 H -8.421 0.523 -0.154  C101 1.090
118 H -9.257 2.026 0.242  C101 1.090
119 H -9.375 0.711 1.370  C101 1.090
120 H -7.088 0.133 3.297  O98 0.960
121 C 5.018 5.711 -1.236  C122 1.601, H132 1.090, H133 1.090, H134 1.090
122 C 4.486 4.907 0.041  C121 1.601, C123 1.582, N127 1.475, C131 1.552
123 C 4.807 3.367 -0.134  C122 1.582, C124 1.540, H135 1.090, H136 1.090
124 C 4.831 2.586 1.193  C123 1.540, C125 1.536, H137 1.090, H138 1.090
125 C 5.696 3.352 2.205  C124 1.536, C126 1.569, H139 1.090, H140 1.090
126 C 5.098 4.768 2.522  C125 1.569, N127 1.458, C129 1.512, C130 1.536
127 N 5.046 5.505 1.266  C122 1.475, C126 1.458, O128 1.438
128 O 4.886 6.934 1.314  N127 1.438, H150 0.960
129 C 3.774 4.644 3.241  C126 1.512, H141 1.090, H142 1.090, H143 1.090
130 C 6.152 5.378 3.459  C126 1.536, H144 1.090, H145 1.090, H146 1.090
131 C 2.949 5.055 0.199  C122 1.552, H147 1.090, H148 1.090, H149 1.090
132 H 4.860 6.784 -1.127  C121 1.090
133 H 4.521 5.492 -2.181  C121 1.090
134 H 6.103 5.607 -1.278  C121 1.090
135 H 4.066 2.858 -0.750  C123 1.090
136 H 5.709 3.256 -0.736  C123 1.090
137 H 5.264 1.587 1.135  C124 1.090
138 H 3.806 2.474 1.548  C124 1.090
139 H 6.640 3.472 1.674  C125 1.090
140 H 5.668 2.706 3.083  C125 1.090
141 H 3.366 3.635 3.186  C129 1.090
142 H 4.025 4.731 4.298  C129 1.090
143 H 3.089 5.450 2.978  C129 1.090
144 H 5.832 6.294 3.956  C130 1.090
145 H 6.623 4.645 4.113  C130 1.090
146 H 6.984 5.661 2.815  C130 1.090
147 H 2.597 6.087 0.215  C131 1.090
148 H 2.638 4.503 1.086  C131 1.090
149 H 2.515 4.495 -0.629  C131 1.090
150 H 5.689 7.191 0.856  O128 0.960
151 C 5.097 -0.368 -5.815  C152 1.604, H162 1.090, H163 1.090, H164 1.090
152 C 4.397 0.975 -6.344  C151 1.604, C153 1.574, N157 1.565, C161 1.492
153 C 3.937 1.905 -5.160  C152 1.574, C154 1.516, H165 1.090, H166 1.090
154 C 4.992 2.808 -4.550  C153 1.516, C155 1.524, H167 1.090, H168 1.090
155 C 5.793 3.599 -5.578  C154 1.524, C156 1.626, H169 1.090, H170 1.090
156 C 6.359 2.638 -6.762  C155 1.626, N157 1.499, C159 1.517, C160 1.548
157 N 5.225 1.850 -7.343  C152 1.565, C156 1.499, O158 1.301
158 O 5.616 1.216 -8.410  N157 1.301, H180 0.960
159 C 6.904 3.614 -7.788  C156 1.517, H171 1.090, H172 1.090, H173 1.090
160 C 7.526 1.813 -6.166  C156 1.548, H174 1.090, H175 1.090, H176 1.090
161 C 3.146 0.661 -7.093  C152 1.492, H177 1.090, H178 1.090, H179 1.090
162 H 6.047 -0.223 -5.300  C151 1.090
163 H 5.434 -0.939 -6.681  C151 1.090
164 H 4.411 -1.050 -5.312  C151 1.090
165 H 3.232 2.680 -5.460  C153 1.090
166 H 3.522 1.235 -4.407  C153 1.090
167 H 5.541 2.201 -3.830  C154 1.090
168 H 4.584 3.582 -3.900  C154 1.090
169 H 6.610 4.203 -5.184  C155 1.090
170 H 5.067 4.299 -5.992  C155 1.090
171 H 7.481 4.447 -7.388  C159 1.090
172 H 7.618 3.267 -8.535  C159 1.090
173 H 6.151 4.019 -8.464  C159 1.090
174 H 7.525 0.964 -6.849  C160 1.090
175 H 8.536 2.169 -6.371  C160 1.090
176 H 7.307 1.427 -5.170  C160 1.090
177 H 2.315 0.508 -6.404  C161 1.090
178 H 3.112 -0.133 -7.840  C161 1.090
179 H 2.758 1.572 -7.548  C161 1.090
180 H 5.467 1.749 -9.195  O158 0.960
181 C 1.297 -1.292 7.634  C182 1.566, H192 1.090, H193 1.090, H194 1.090
182 C 2.629 -0.521 7.346  C181 1.566, C183 1.557, N187 1.472, C191 1.551
183 C 2.293 0.557 6.275  C182 1.557, C184 1.535, H195 1.090, H196 1.090
184 C 1.444 1.656 6.928  C183 1.535, C185 1.527, H197 1.090, H198 1.090
185 C 2.148 2.247 8.148  C184 1.527, C186 1.521, H199 1.090, H200 1.090
186 C 2.515 1.241 9.228  C185 1.521, N187 1.494, C189 1.568, C190 1.532
187 N 3.155 0.048 8.597  C182 1.472, C186 1.494, O188 1.444
188 O 3.450 -0.961 9.588  N187 1.444, H210 0.960
189 C 3.595 2.007 10.069  C186 1.568, H201 1.090, H202 1.090, H203 1.090
190 C 1.335 0.926 10.152  C186 1.532, H204 1.090, H205 1.090, H206 1.090
191 C 3.654 -1.450 6.643  C182 1.551, H207 1.090, H208 1.090, H209 1.090
192 H 1.089 -1.598 8.659  C181 1.090
193 H 1.280 -2.268 7.148  C181 1.090
194 H 0.395 -0.859 7.201  C181 1.090
195 H 3.256 0.935 5.931  C183 1.090
196 H 1.750 0.104 5.445  C183 1.090
197 H 0.457 1.229 7.101  C184 1.090
198 H 1.261 2.384 6.138  C184 1.090
199 H 1.504 3.016 8.574  C185 1.090
200 H 3.028 2.605 7.615  C185 1.090
201 H 3.960 1.242 10.754  C189 1.090
202 H 4.363 2.406 9.406  C189 1.090
203 H 3.221 2.893 10.583  C189 1.090
204 H 1.537 0.080 10.809  C190 1.090
205 H 1.087 1.734 10.841  C190 1.090
206 H 0.488 0.617 9.540  C190 1.090
207 H 4.568 -0.968 6.297  C191 1.090
208 H 3.234 -2.064 5.847  C191 1.090
209 H 3.929 -2.119 7.458  C191 1.090
210 H 4.344 -0.748 9.862  O188 0.960
211 C -3.752 -1.546 6.127  C212 1.550, H222 1.090, H223 1.090, H224 1.090
212 C -3.561 -2.904 5.404  C211 1.550, C213 1.560, N217 1.534, C221 1.537
213 C -2.097 -3.397 5.623  C212 1.560, C214 1.542, H225 1.090, H226 1.090
214 C -1.947 -4.890 5.267  C213 1.542, C215 1.518, H227 1.090, H228 1.090
215 C -2.923 -5.823 5.959  C214 1.518, C216 1.587, H229 1.090, H230 1.090
216 C -4.435 -5.410 5.708  C215 1.587, N217 1.519, C219 1.597, C220 1.594
217 N -4.526 -3.926 6.018  C212 1.534, C216 1.519, O218 1.395
218 O -5.865 -3.538 5.965  N217 1.395, H240 0.960
219 C -4.988 -5.874 4.284  C216 1.597, H231 1.090, H232 1.090, H233 1.090
220 C -5.246 -6.199 6.832  C216 1.594, H234 1.090, H235 1.090, H236 1.090
221 C -3.636 -2.622 3.895  C212 1.537, H237 1.090, H238 1.090, H239 1.090
222 H -2.842 -0.993 6.361  C211 1.090
223 H -4.122 -1.799 7.121  C211 1.090
224 H -4.395 -0.803 5.656  C211 1.090
225 H -1.375 -2.845 5.022  C213 1.090
226 H -1.854 -3.221 6.671  C213 1.090
227 H -0.912 -5.169 5.464  C214 1.090
228 H -2.124 -5.007 4.197  C214 1.090
229 H -2.796 -5.738 7.039  C215 1.090
230 H -2.733 -6.877 5.754  C215 1.090
231 H -5.992 -5.476 4.133  C219 1.090
232 H -4.552 -5.328 3.447  C219 1.090
233 H -4.914 -6.956 4.181  C219 1.090
234 H -5.248 -7.282 6.705  C220 1.090
235 H -5.102 -5.965 7.886  C220 1.090
236 H -6.274 -5.888 7.019  C220 1.090
237 H -4.690 -2.717 3.638  C221 1.090
238 H -3.142 -3.423 3.345  C221 1.090
239 H -3.208 -1.627 3.767  C221 1.090
240 H -6.006 -3.354 6.897  O218 0.960
241 C -6.645 -7.965 0.949  C242 1.591, H252 1.090, H253 1.090, H254 1.090
242 C -5.689 -7.484 -0.227  C241 1.591, C243 1.524, N247 1.513, C251 1.545
243 C -6.605 -6.694 -1.155  C242 1.524, C244 1.558, H255 1.090, H256 1.090
244 C -5.897 -5.759 -2.180  C243 1.558, C245 1.534, H257 1.090, H258 1.090
245 C -5.047 -4.722 -1.434  C244 1.534, C246 1.552, H259 1.090, H260 1.090
246 C -4.015 -5.437 -0.520  C245 1.552, N247 1.535, C249 1.627, C250 1.537
247 N -4.687 -6.508 0.350  C242 1.513, C246 1.535, O248 1.377
248 O -3.880 -7.034 1.334  N247 1.377, H270 0.960
249 C -2.732 -5.908 -1.401  C246 1.627, H261 1.090, H262 1.090, H263 1.090
250 C -3.528 -4.300 0.392  C246 1.537, H264 1.090, H265 1.090, H266 1.090
251 C -4.952 -8.686 -0.858  C242 1.545, H267 1.090, H268 1.090, H269 1.090
252 H -7.190 -8.887 0.745  C241 1.090
253 H -7.427 -7.237 1.164  C241 1.090
254 H -5.990 -8.164 1.797  C241 1.090
255 H -7.171 -7.402 -1.761  C243 1.090
256 H -7.338 -6.113 -0.595  C243 1.090
257 H -6.669 -5.226 -2.735  C244 1.090
258 H -5.328 -6.230 -2.981  C244 1.090
259 H -5.638 -4.063 -0.798  C245 1.090
260 H -4.471 -4.097 -2.116  C245 1.090
261 H -2.433 -6.928 -1.161  C249 1.090
262 H -3.079 -5.926 -2.434  C249 1.090
263 H -1.857 -5.259 -1.413  C249 1.090
264 H -2.675 -4.632 0.984  C250 1.090
265 H -3.494 -3.380 -0.192  C250 1.090
266 H -4.219 -4.176 1.226  C250 1.090
267 H -4.478 -8.504 -1.823  C251 1.090
268 H -5.723 -9.433 -1.049  C251 1.090
269 H -4.250 -9.084 -0.125  C251 1.090
270 H -3.974 -6.630 2.200  O248 0.960
271 C 9.500 0.896 -2.059  C272 1.559, H274 1.090, H275 1.090, H276 1.090
272 C 9.460 2.386 -2.517  C271 1.559, O273 1.399, H277 1.090, H278 1.090
273 O 8.236 3.060 -2.563  C272 1.399, H279 0.960
274 H 9.280 0.232 -2.894  C271 1.090
275 H 8.702 0.756 -1.330  C271 1.090
276 H 10.448 0.735 -1.545  C271 1.090
277 H 10.090 2.391 -3.406  C272 1.090
278 H 10.161 2.830 -1.810  C272 1.090
279 H 8.208 3.638 -3.329  O273 0.960
280 C 1.936 -2.606 -7.772  C281 1.501, H283 1.090, H284 1.090, H285 1.090
281 C 0.872 -3.345 -8.531  C280 1.501, O282 1.389, H286 1.090, H287 1.090
282 O 1.371 -4.061 -9.611  C281 1.389, H288 0.960
283 H 1.453 -1.927 -7.069  C280 1.090
284 H 2.356 -1.969 -8.551  C280 1.090
285 H 2.679 -3.322 -7.422  C280 1.090
286 H 0.098 -2.656 -8.871  C281 1.090
287 H 0.250 -3.960 -7.880  C281 1.090
288 H 0.696 -4.003 -10.292  O282 0.960
289 C 2.950 -6.193 -0.617  C290 1.575, H292 1.090, H293 1.090, H294 1.090
290 C 2.379 -7.240 0.412  C289 1.575, O291 1.434, H295 1.090, H296 1.090
291 O 3.088 -8.463 0.172  C290 1.434, H297 0.960
292 H 2.742 -6.506 -1.640  C289 1.090
293 H 4.009 -5.983 -0.468  C289 1.090
294 H 2.363 -5.276 -0.565  C289 1.090
295 H 1.322 -7.414 0.207  C290 1.090
296 H 2.367 -6.800 1.409  C290 1.090
297 H 3.538 -8.406 -0.674  O291 0.960
298 C 6.754 -5.704 -5.495  C299 1.478, H301 1.090, H302 1.090, H303 1.090
299 C 6.056 -4.441 -5.175  C298 1.478, O300 1.512, H304 1.090, H305 1.090
300 O 6.952 -3.233 -5.017  C299 1.512, H306 0.960
301 H 6.020 -6.487 -5.685  C298 1.090
302 H 7.383 -5.860 -4.618  C298 1.090
303 H 7.450 -5.663 -6.332  C298 1.090
304 H 5.548 -4.590 -4.222  C299 1.090
305 H 5.157 -4.384 -5.788  C299 1.090
306 H 7.360 -2.900 -5.819  O300 0.960
307 C -4.761 -3.988 -5.442  C308 1.608, H310 1.090, H311 1.090, H312 1.090
308 C -3.690 -3.691 -6.605  C307 1.608, O309 1.316, H313 1.090, H314 1.090
309 O -2.466 -3.670 -6.123  C308 1.316, H315 0.960
310 H -4.433 -4.992 -5.174  C307 1.090
311 H -5.796 -4.077 -5.770  C307 1.090
312 H -4.694 -3.565 -4.440  C307 1.090
313 H -3.894 -2.704 -7.021  C308 1.090
314 H -3.832 -4.365 -7.450  C308 1.090
315 H -1.854 -3.566 -6.855  O309 0.960

Mulliken atomic charge list, values in e, 99 entries: -2.0365 2.5484 -1.7228 0.4595 -1.9074 2.2569 -0.2426 -0.0854 -1.6189 -2.3417 -0.7506 0.2797 0.5874 0.2544 0.2169 0.5166 0.5072 0.0243 0.2989 0.5079 0.1261 0.2914 0.3463 0.3961 0.4699 0.5277 -0.4802 -0.2799 0.4478 0.3611 -1.8059 2.1608 -1.1638 -1.6018 -0.7890 2.0425 0.9390 -0.2698 -2.1690 -2.0998 -2.0468 0.3691 0.4496 0.2974 0.4208 0.5238 0.3183 0.5057 0.8710 -0.3124 0.3898 0.1216 0.5499 0.4169 0.5825 0.3020 0.2854 0.1580 0.5037 0.1945 -1.8746 2.3739 -0.3925 -1.7008 -2.0554 3.3553 0.8321 0.3790 -1.9542 -2.0849 -2.0555 0.2442 -0.3550 0.6036 0.4262 -0.1864 0.7303 0.2852 -0.2076 1.0253 0.5095 0.3021 0.1383 0.5160 0.3912 -0.2376 0.3418 0.0164 0.6013 -0.2634 -1.6808 1.6942 -1.7089 -0.1093 -0.2384 3.6172 0.2752 -0.5040 -2.3433